{"formula": "C26H66F6O19Pd", "method": "the ωB97M-V functional and the def2-TZVPD basis", "e_homo_ev": [-8.768, -9.457], "homo_lumo_gap_ev": [9.3, 9.0], "multiplicity": 3, "symbols": ["Pd", "C", "O", "O", "C", "F", "F", "F", "C", "C", "H", "H", "H", "H", "H", "H", "C", "O", "O", "C", "F", "F", "F", "C", "C", "H", "H", "H", "H", "H", "H", "C", "C", "O", "H", "H", "H", "H", "H", "H", "C", "C", "O", "H", "H", "H", "H", "H", "H", "C", "C", "O", "H", "H", "H", "H", "H", "H", "C", "C", "O", "O", "H", "H", "H", "H", "H", "H", "C", "C", "O", "O", "H", "H", "H", "H", "H", "H", "C", "C", "O", "O", "H", "H", "H", "H", "H", "H", "C", "C", "O", "O", "H", "H", "H", "H", "H", "H", "C", "C", "O", "O", "H", "H", "H", "H", "H", "H", "C", "C", "O", "O", "H", "H", "H", "H", "H", "H"], "xyz": [[0.26373, 0.15677, -0.04349], [0.67242, 0.79439, -2.95782], [0.22623, 2.08200, -2.94212], [-0.11049, 0.01608, -2.19097], [0.53089, 0.31494, -4.44613], [-0.60826, -0.23653, -4.79945], [0.84308, 1.31392, -5.37884], [1.40469, -0.71796, -4.65387], [0.97863, 3.26208, -3.18414], [-0.13267, 4.34372, -3.20526], [-0.85739, 4.20527, -2.39525], [0.29584, 5.33017, -2.95418], [-0.64811, 4.33187, -4.12162], [1.53393, 3.28016, -4.10366], [1.67898, 3.44521, -2.37526], [1.71573, 0.78258, -2.72114], [-1.36595, -2.38850, -0.46973], [-2.56909, -1.81481, -0.05162], [-0.38165, -1.78765, 0.21493], [-1.51549, -3.90385, -0.07668], [-0.38768, -4.71498, -0.06524], [-1.94797, -4.02566, 1.19713], [-2.40191, -4.60193, -0.82350], [-3.53537, -1.61116, -1.03862], [-4.92950, -1.80569, -0.46998], [-5.78825, -1.54490, -1.11645], [-4.98788, -2.80316, -0.11284], [-4.99212, -1.17065, 0.37852], [-3.40705, -2.33625, -1.86542], [-3.45728, -0.54636, -1.41386], [-1.23083, -2.32999, -1.55637], [-4.32160, 2.00504, -3.74785], [-3.04114, 1.41934, -3.38525], [-2.63087, 1.63601, -2.06044], [-5.14654, 1.54620, -3.14742], [-4.50207, 1.82758, -4.81572], [-4.28539, 3.06905, -3.59317], [-2.16581, 1.70853, -4.04885], [-3.09879, 0.28116, -3.47296], [-1.68409, 1.49032, -2.11623], [5.49896, -0.94195, -2.98389], [4.96009, -0.08836, -4.11882], [4.46550, 1.17974, -3.49393], [6.17037, -1.70564, -3.42024], [4.68178, -1.41867, -2.35642], [6.11596, -0.33255, -2.29672], [4.14336, -0.47334, -4.72754], [5.76611, 0.06897, -4.85360], [3.63072, 1.37375, -4.00015], [1.46803, 2.04413, 5.10896], [2.60738, 2.07890, 4.01491], [3.35199, 3.37247, 4.10800], [1.94936, 1.89641, 6.09899], [0.75812, 1.19668, 5.06917], [0.78711, 2.92402, 5.22412], [2.20136, 2.13433, 3.01802], [3.24586, 1.19202, 4.17615], [3.41457, 3.67334, 4.97061], [1.74380, -4.69944, -2.84244], [2.47438, -3.34549, -2.36548], [2.06930, -2.91917, -1.06280], [1.75401, -5.67756, -1.82848], [2.34540, -5.11205, -3.65024], [0.73365, -4.56085, -3.16804], [2.20033, -2.59338, -3.13334], [3.51838, -3.60316, -2.15946], [1.13067, -2.72577, -1.10864], [0.90012, -5.90782, -1.43235], [0.90110, -2.85485, 3.39904], [1.77532, -3.61547, 2.41272], [2.46830, -2.69722, 1.62914], [-0.05685, -1.98135, 2.94088], [1.57641, -2.27998, 4.00668], [0.42406, -3.60321, 4.04874], [1.07304, -4.14949, 1.78461], [2.48679, -4.25951, 3.00122], [2.51244, -3.04517, 0.74602], [-0.21329, -2.13883, 1.98175], [2.76190, 2.15389, -0.16764], [3.27172, 0.80083, 0.28180], [2.51029, -0.23948, -0.32702], [1.34709, 2.28151, 0.12081], [2.98999, 2.34611, -1.21920], [3.33706, 2.88705, 0.39591], [3.23886, 0.69940, 1.41425], [4.31071, 0.68636, -0.09595], [2.86414, -1.13917, -0.12827], [1.04491, 3.14655, 0.47193], [-4.58910, -3.26907, 4.21888], [-3.98293, -2.20380, 3.30830], [-2.84021, -1.54230, 3.86551], [-3.78919, -4.40706, 4.51723], [-5.47437, -3.61262, 3.65584], [-4.87668, -2.86806, 5.13408], [-4.73033, -1.48923, 3.02630], [-3.65234, -2.66888, 2.36629], [-2.04104, -2.01029, 3.67029], [-2.87342, -4.23852, 4.70956], [0.34173, 4.93053, 2.36087], [-0.78968, 4.76323, 1.31842], [-2.02241, 4.93626, 2.01857], [1.56939, 4.59202, 1.75962], [0.05088, 4.21331, 3.19507], [0.43489, 5.98019, 2.61667], [-0.76991, 3.74572, 0.83142], [-0.73448, 5.52739, 0.60273], [-2.72426, 4.80111, 1.39196], [2.18236, 4.34430, 2.49118], [-1.37618, 1.30843, 2.73924], [-2.41813, 1.05502, 1.67595], [-1.83179, 1.28081, 0.39727], [-0.15737, 0.59100, 2.36926], [-1.79993, 0.95969, 3.66080], [-1.10594, 2.35612, 2.75461], [-3.30050, 1.64377, 1.91035], [-2.69156, 0.00027, 1.67069], [-2.47456, 1.24506, -0.36962], [-0.25655, -0.29427, 2.77968]], "forces_ev_per_a": [[-0.6, 1.1, -0.2], [-0.6, -0.9, -1.2], [-1.3, 1.7, 0.3], [0.3, 0.0, 0.6], [1.4, -0.7, -0.7], [-1.2, 0.7, 0.0], [-0.3, -1.2, 1.1], [0.7, 0.5, -0.1], [-1.5, 0.6, 0.8], [1.5, 0.4, 1.8], [0.2, -0.5, -0.1], [0.0, -0.2, -0.7], [-0.6, 0.2, -1.2], [0.1, -0.3, -0.6], [0.1, 0.0, 0.3], [1.2, -0.3, 0.2], [0.3, 0.0, 0.3], [-0.6, -0.2, 0.2], [0.8, -1.6, 0.4], [0.2, -1.8, 1.2], [-0.3, 1.3, -0.7], [-0.1, 0.5, 0.0], [0.2, 0.8, -0.3], [-1.1, 1.0, -1.8], [0.2, 0.5, -0.3], [0.7, -0.3, 0.0], [-0.4, -1.1, 0.3], [-0.3, 0.7, 1.0], [0.1, 0.5, 0.1], [0.1, -1.1, 0.0], [-0.2, 0.1, -0.2], [-1.5, 0.1, -0.1], [2.4, -3.1, -0.9], [-0.5, 1.0, 0.6], [0.5, 0.5, -0.5], [-0.1, 0.0, 0.3], [-0.3, 0.6, 0.1], [-1.2, 0.0, 0.5], [0.0, 1.2, -0.4], [0.8, -0.1, 0.3], [-0.5, -0.7, 0.4], [-0.1, 1.3, 0.8], [-0.8, -1.0, -1.8], [-0.4, 0.1, 0.4], [0.9, 0.5, -0.9], [-0.3, -0.1, -0.5], [-0.1, -0.6, 0.4], [-0.1, 0.6, 0.4], [1.3, 0.0, 0.8], [0.1, -0.2, 0.6], [-0.9, 1.6, 1.7], [-0.8, -2.2, -3.1], [-0.1, 0.3, -0.4], [0.6, 0.1, -0.6], [0.9, -0.3, -0.6], [-0.2, -0.5, -0.3], [0.0, 0.6, -0.3], [0.1, 0.6, 2.7], [1.0, 0.6, 1.3], [-1.2, -1.8, 0.1], [-0.1, -0.1, -0.6], [0.4, -0.7, 0.6], [-0.1, 0.2, -0.4], [-0.6, 0.6, -0.4], [0.9, -0.1, 0.4], [0.0, 0.3, -1.0], [-0.4, 0.4, 0.5], [0.3, 0.7, -0.5], [1.3, -1.3, 1.6], [-0.8, 0.3, 0.6], [0.7, 0.8, 0.4], [-1.1, 0.2, -1.3], [0.4, 0.3, 0.6], [0.1, 0.0, 0.0], [0.2, -0.8, -0.2], [-0.9, 0.2, -0.6], [0.0, -0.3, -0.9], [-0.1, 0.3, -0.3], [-0.3, 0.4, 0.7], [0.6, -0.5, 0.6], [-0.2, -0.4, 0.0], [0.3, -0.6, -0.5], [-0.3, -0.3, 0.0], [-0.1, 0.2, 0.1], [0.0, 0.2, -1.3], [-0.4, 0.3, 0.5], [-0.5, 0.8, -0.1], [1.0, -0.4, -0.1], [0.6, -0.4, -1.7], [1.6, -1.3, -0.2], [-1.4, 0.8, 0.6], [-0.7, -0.7, -0.7], [0.2, -0.2, 0.5], [-0.8, 1.1, 1.6], [-0.4, 0.7, 0.2], [-0.2, -0.1, 0.2], [0.8, -0.5, -0.5], [0.4, 0.7, 0.1], [-1.3, -0.9, -0.3], [0.0, -1.2, 1.2], [0.6, -0.2, 0.5], [0.9, -0.9, 0.5], [0.6, 1.2, -0.6], [-0.6, 0.1, 0.8], [0.1, 0.9, 0.4], [0.4, 1.0, -1.4], [-0.5, 0.0, -0.3], [-0.2, 0.2, -0.7], [0.7, -0.4, -1.8], [0.3, -1.0, -0.2], [-0.2, 0.7, -0.8], [-0.8, 0.2, 0.8], [0.1, -0.1, 0.7], [-0.1, 0.3, 0.3], [-0.2, 0.4, -0.4], [-0.2, -0.1, 0.4], [0.6, 0.0, 0.9], [0.5, 0.0, -0.2]]}